68
Properties=species:S:1:pos:R:3 method="wB97M-V/def2-TZVPD" total_energy_ha=-1534.15938 homo_energy_ev=-11.50 total_charge=+1
Au 1.453 1.435 0.155
C -4.234 -1.106 -3.552
C -3.068 -1.929 -2.998
C -2.602 -2.911 -4.083
C -3.567 -2.711 -1.771
C -1.906 -1.047 -2.569
C -1.909 0.339 -2.688
C -0.866 1.067 -2.138
N 0.163 0.502 -1.520
C 0.239 -0.835 -1.477
C -0.778 -1.625 -1.986
C 1.473 -1.396 -0.862
C 1.661 -2.759 -0.671
C 2.837 -3.239 -0.106
C 3.828 -2.298 0.175
C 3.570 -0.958 -0.028
N 2.406 -0.510 -0.496
C 3.040 -4.702 0.252
C 1.879 -5.588 -0.203
C 3.158 -4.785 1.784
C 4.329 -5.217 -0.409
H -5.076 -1.766 -3.757
H -3.958 -0.611 -4.485
H -4.566 -0.353 -2.836
H -3.447 -3.520 -4.407
H -1.820 -3.581 -3.721
H -2.215 -2.373 -4.950
H -4.406 -3.342 -2.062
H -3.907 -2.027 -0.991
H -2.792 -3.351 -1.348
H -2.707 0.864 -3.190
H -0.861 2.149 -2.180
H -0.712 -2.701 -1.930
H 0.886 -3.456 -0.949
H 4.791 -2.598 0.562
H 4.316 -0.206 0.197
H 0.934 -5.293 0.257
H 2.082 -6.616 0.095
H 1.769 -5.570 -1.289
H 2.245 -4.419 2.257
H 3.992 -4.185 2.150
H 3.316 -5.819 2.092
H 4.294 -5.053 -1.488
H 4.434 -6.287 -0.227
H 5.215 -4.719 -0.018
C 0.849 2.250 4.290
C 1.477 2.057 3.083
N 0.938 2.476 1.923
C -0.191 3.182 1.963
C -0.858 3.488 3.147
C -0.356 2.943 4.320
C -2.090 4.301 3.156
C -2.313 5.522 2.641
C -1.403 6.513 2.026
C -1.950 7.670 1.474
C -1.086 8.561 0.858
N 0.227 8.370 0.832
C 0.664 7.279 1.446
N -0.075 6.346 2.024
H 1.293 1.862 5.195
H 2.425 1.543 3.017
H -0.605 3.480 1.013
H -0.890 3.081 5.251
H -2.921 3.845 3.683
H -3.326 5.897 2.731
H -3.014 7.857 1.505
H -1.448 9.456 0.364
H 1.739 7.126 1.469